A single C4H7N3O molecule, computed with ωB97M-V with the def2-TZVPD basis set.

Last column: Mulliken charge in e.
CARTESIAN COORDINATES (ANGSTROEM)
H 3.3915 -1.4145 0.1360  0.287
N 3.4216 -0.3987 0.1428  -0.643
C 2.2050 -0.0723 0.0693  0.425
N 1.1184 -0.9476 -0.0133  -0.581
C 0.0726 -0.2314 -0.2961  0.536
C -1.3813 -0.5916 -0.5166  -0.247
C -2.2687 0.2253 0.4500  -0.923
O 0.3671 1.1178 -0.3599  -0.269
N 1.8299 1.2604 -0.2906  -0.217
H -1.5614 -1.7434 -0.4583  0.256
H -1.4455 -0.4065 -1.6978  0.247
H -2.0098 1.3499 0.6729  0.289
H -2.2699 -0.2114 1.5263  0.283
H -3.4149 0.2417 0.0617  0.260
H 1.9453 1.8222 0.5734  0.296

## Properties
HOMO level: -9.35 eV
relative energy (zero: lowest compared OMol25 entry of this formula, charge and spin): 70.2 kcal/mol
total charge: 0
LUMO energy: 0.0236 Ha
structure (SMILES): [H]/N=c1\nc(CC)o[nH]1
Kohn-Sham gap: 9.99 eV